1.
Density functional theory data (the ωB97M-V functional and the def2-TZVPD basis) for C40H39BN11O3RuS as an isolated structure.

```
96
Properties=species:S:1:pos:R:3
Ru -0.52 0.54 0.05
C 0.02 -3.40 -0.61
C -0.07 -2.43 -1.74
C 0.03 -2.77 -3.09
C -0.25 -1.61 -3.77
N -0.49 -0.64 -2.87
N -0.36 -1.13 -1.60
B -1.05 0.77 -3.12
N -2.31 0.97 -2.22
C -3.49 1.47 -2.59
C -4.39 1.25 -1.57
C -3.67 0.57 -0.59
C -4.19 -0.03 0.67
N -2.39 0.42 -0.99
N 0.03 1.78 -2.71
C 0.86 2.50 -3.47
C 1.68 3.21 -2.63
C 1.29 2.85 -1.34
C 1.88 3.43 -0.10
N 0.29 1.96 -1.40
N -1.48 1.02 -4.56
C -1.69 2.23 -5.14
C -2.43 2.04 -6.28
C -2.65 0.65 -6.33
C -3.42 -0.13 -7.34
N -2.10 0.05 -5.29
H -0.30 -4.38 -0.97
H 1.03 -3.50 -0.23
H -0.63 -3.12 0.21
H 0.25 -3.74 -3.50
H -0.33 -1.42 -4.82
H -3.64 1.92 -3.56
H -5.44 1.49 -1.55
H -5.00 -0.73 0.43
H -3.42 -0.58 1.19
H -4.60 0.73 1.33
H 0.84 2.43 -4.54
H 2.46 3.90 -2.90
H 2.79 3.97 -0.36
H 1.19 4.15 0.35
H 2.12 2.66 0.62
H -1.33 3.14 -4.69
H -2.75 2.79 -6.98
H -3.39 0.35 -8.31
H -3.03 -1.14 -7.42
H -4.47 -0.21 -7.04
C 0.83 -3.79 3.60
C 1.31 -3.23 2.43
C 0.68 -2.13 1.86
C -0.44 -1.60 2.47
C -0.94 -2.16 3.65
C -0.30 -3.25 4.21
N -1.01 -0.41 1.90
N -1.66 0.26 2.74
C -2.01 1.53 2.29
C -2.78 2.35 3.12
C -3.13 3.61 2.67
C -2.71 4.02 1.39
C -1.93 3.21 0.59
C -1.53 1.94 1.04
H 1.34 -4.63 4.05
H 2.18 -3.65 1.94
H 1.07 -1.66 0.97
H -1.83 -1.74 4.10
H -0.69 -3.68 5.12
H -3.08 1.99 4.09
H -3.73 4.26 3.28
H -3.01 5.00 1.03
H -1.62 3.55 -0.39
O 5.42 -5.97 1.94
C 5.65 -4.71 2.39
O 6.30 -4.55 3.39
C 5.05 -3.59 1.61
C 5.02 -2.33 2.21
C 4.43 -1.26 1.56
C 3.86 -1.40 0.28
S 3.12 -0.05 -0.50
C 3.94 -2.66 -0.33
C 4.51 -3.74 0.32
H 4.85 -5.95 1.17
H 5.46 -2.22 3.19
H 4.41 -0.29 2.03
H 3.54 -2.78 -1.33
H 4.56 -4.68 -0.21
O 1.19 1.00 1.46
N 1.11 1.43 2.70
C 1.58 0.62 3.67
C 1.58 1.03 4.98
C 1.10 2.29 5.31
C 0.63 3.10 4.29
C 0.65 2.66 2.99
H 1.95 -0.33 3.33
H 1.97 0.36 5.74
H 1.09 2.63 6.34
H 0.24 4.09 4.49
H 0.29 3.22 2.15
```

The gap between HOMO and LUMO (alpha / beta) comes out at 6.5 / 3.8 eV. The highest occupied orbital energy (alpha / beta) comes out at -7.408 / -6.072 eV. As for the multiplicity: 2.

***

2.
Density functional theory data (the ωB97M-V functional and the def2-TZVPD basis) for C40H39BrDyN10O3S as an isolated structure.

```
95
Properties=species:S:1:pos:R:3
Dy -0.01 0.92 -1.18
C 0.04 4.17 -4.60
C 0.49 3.33 -3.42
N -0.32 3.18 -2.35
N -1.24 4.25 -2.26
C -2.13 4.41 -1.35
N -2.86 5.52 -1.03
S -2.88 2.86 -0.49
C 1.71 2.67 -3.47
C 2.68 3.22 -4.35
C 3.89 2.52 -4.54
C 4.07 1.33 -3.84
C 3.11 0.86 -2.92
N 1.98 1.58 -2.70
H 0.48 5.13 -4.50
H -1.08 4.24 -4.70
H 0.45 3.76 -5.55
H -2.53 6.47 -1.17
H -3.61 5.32 -0.34
H 2.43 4.22 -4.77
H 4.65 3.00 -5.19
H 5.04 0.80 -3.83
H 3.23 0.06 -2.25
N 1.58 -0.50 2.95
C 2.59 -1.07 2.17
C 2.87 -2.44 2.30
C 4.01 -3.01 1.75
C 4.88 -2.26 1.00
C 4.64 -0.85 0.82
C 3.49 -0.22 1.40
C 3.28 1.20 1.18
C 4.35 2.11 1.16
C 4.08 3.50 1.06
C 2.81 4.01 0.98
C 1.76 3.02 0.92
C 1.97 1.69 1.03
H 0.71 -1.05 3.04
H 1.34 0.41 2.48
H 2.13 -3.07 2.87
H 4.29 -4.00 1.94
H 5.77 -2.68 0.55
H 5.31 -0.22 0.24
H 5.38 1.78 1.04
H 4.98 4.12 1.11
H 2.56 5.09 1.02
H 0.72 3.47 0.85
N -4.17 -3.71 -3.45
C -3.52 -2.55 -3.59
N -3.00 -2.26 -4.79
N -3.33 -1.72 -2.52
C -2.42 -0.84 -2.55
N -1.59 0.00 -2.49
H -4.56 -4.16 -4.24
H -4.47 -3.85 -2.50
H -3.15 -2.82 -5.61
H -2.68 -1.30 -4.96
O -1.15 0.02 0.85
C -1.79 1.10 1.05
N -1.53 2.07 0.10
C -3.70 3.38 1.12
O -4.21 4.47 1.23
C -3.73 2.34 2.20
C -4.71 2.41 3.21
C -4.90 1.30 4.06
C -4.18 0.11 3.91
C -3.16 0.14 2.99
C -2.90 1.19 2.06
H -5.32 3.32 3.29
H -5.75 1.23 4.77
H -4.52 -0.79 4.33
H -2.49 -0.73 2.96
C -1.92 -4.45 5.27
C -2.65 -3.97 4.01
C -1.54 -3.43 3.10
O -0.37 -3.07 3.96
C -0.72 -3.53 5.32
H -1.57 -5.56 5.25
H -2.50 -4.33 6.23
H -3.31 -3.11 4.28
H -3.20 -4.77 3.55
H -1.83 -2.52 2.54
H -1.28 -4.15 2.37
H -0.89 -2.63 5.91
H 0.23 -3.95 5.73
Br 2.58 -5.41 -2.82
C 1.70 -3.85 -2.33
C 1.67 -2.81 -3.24
C 1.10 -1.61 -2.81
C 0.85 -1.42 -1.45
C 0.85 -2.46 -0.59
C 1.36 -3.67 -1.02
H 2.11 -2.91 -4.24
H 0.99 -0.73 -3.55
H 0.82 -2.25 0.48
H 1.35 -4.59 -0.43
```

The gap between HOMO and LUMO (alpha / beta) comes out at 4.1 / 4.7 eV. As for the net charge: -1. The highest occupied orbital energy (alpha / beta) comes out at -2.870 / -3.492 eV. As for the multiplicity: 6.

***

3.
Density functional theory data (the ωB97M-V functional and the def2-TZVPD basis) for C40H39O2P2Ti as an isolated structure.

```
84
Properties=species:S:1:pos:R:3
Ti 0.29 -0.02 -0.12
P -0.24 2.42 -0.33
C -1.44 0.03 0.80
O -2.52 0.02 1.27
P -0.42 -2.42 -0.21
C -0.27 3.30 1.28
C -1.77 3.01 -1.11
C 1.12 3.17 -1.29
C 1.12 -3.35 -0.51
C -1.06 -3.20 1.32
C -1.59 -2.95 -1.51
C 0.81 4.07 1.74
C 0.73 4.72 2.98
C -0.42 4.59 3.76
C -1.49 3.80 3.32
C -1.40 3.15 2.09
H 1.71 4.18 1.13
H 1.57 5.32 3.32
H -0.49 5.11 4.72
H -2.38 3.68 3.93
H -2.23 2.53 1.75
C 2.44 2.84 -0.93
C 3.51 3.38 -1.65
C 3.27 4.22 -2.73
C 1.96 4.55 -3.09
C 0.88 4.02 -2.38
H 2.63 2.16 -0.09
H 4.53 3.13 -1.34
H 4.11 4.64 -3.30
H 1.77 5.22 -3.93
H -0.14 4.28 -2.65
C -2.26 4.30 -0.84
C -3.43 4.75 -1.47
C -4.10 3.92 -2.37
C -3.62 2.63 -2.63
C -2.46 2.17 -2.01
H -1.73 4.95 -0.15
H -3.80 5.75 -1.24
H -5.00 4.28 -2.87
H -4.16 1.97 -3.32
H -2.09 1.17 -2.22
C -2.28 -3.88 1.37
C -2.72 -4.44 2.57
C -1.94 -4.32 3.73
C -0.73 -3.61 3.69
C -0.29 -3.05 2.49
H -2.90 -3.96 0.48
H -3.67 -4.97 2.60
H -2.28 -4.77 4.66
H -0.14 -3.49 4.60
H 0.64 -2.49 2.47
C 2.13 -2.76 -1.28
C 3.37 -3.39 -1.41
C 3.60 -4.62 -0.79
C 2.58 -5.23 -0.05
C 1.34 -4.60 0.09
H 1.95 -1.79 -1.77
H 4.16 -2.91 -1.98
H 4.57 -5.10 -0.88
H 2.74 -6.19 0.44
H 0.56 -5.06 0.70
C -1.36 -4.09 -2.29
C -2.29 -4.48 -3.25
C -3.45 -3.72 -3.45
C -3.67 -2.57 -2.69
C -2.76 -2.20 -1.71
H -0.45 -4.67 -2.14
H -2.10 -5.38 -3.85
H -4.17 -4.02 -4.21
H -4.57 -1.97 -2.85
H -2.95 -1.32 -1.09
H 0.07 0.46 -1.76
H -0.12 -0.43 -1.74
C 4.16 -0.45 1.28
C 2.76 -0.43 1.87
C 2.62 0.64 2.93
O 1.79 -0.20 0.85
H 4.36 0.50 0.77
H 4.29 -1.27 0.56
H 4.90 -0.57 2.08
H 2.57 -1.42 2.30
H 2.80 1.62 2.47
H 1.61 0.63 3.34
H 3.35 0.49 3.74
```

The gap between HOMO and LUMO comes out at 4.6 eV. As for the net charge: +3. The highest occupied orbital energy comes out at -16.936 eV.

***

4.
Density functional theory data (the ωB97M-V functional and the def2-TZVPD basis) for C40H40AsNO3PPbS2 as an isolated structure.

```
89
Properties=species:S:1:pos:R:3
Pb -1.21 -0.89 0.16
S 0.40 -1.56 3.24
C 1.77 -0.74 3.70
C 1.96 -0.31 5.06
C 3.05 0.44 5.48
C 4.06 0.72 4.55
C 3.97 0.31 3.23
C 2.82 -0.32 2.76
As 2.50 -0.65 0.79
C 4.10 -1.78 0.44
C 5.30 -1.37 -0.13
C 6.34 -2.26 -0.35
C 6.11 -3.62 -0.14
C 4.92 -4.05 0.43
C 3.94 -3.12 0.78
C 3.29 1.05 0.02
C 3.04 2.24 0.68
C 3.34 3.42 0.01
C 3.64 3.45 -1.31
C 3.83 2.26 -1.98
C 3.63 1.06 -1.34
H 1.22 -0.54 5.80
H 3.06 0.83 6.47
H 4.97 1.23 4.85
H 4.71 0.64 2.51
H 5.49 -0.32 -0.34
H 7.31 -1.87 -0.69
H 6.86 -4.34 -0.45
H 4.79 -5.12 0.57
H 2.99 -3.50 1.20
H 2.75 2.32 1.71
H 3.36 4.32 0.60
H 3.86 4.44 -1.81
H 4.19 2.21 -3.04
H 3.85 0.11 -1.90
N -1.92 -0.25 -2.27
C -2.77 -1.24 -2.83
C -2.28 -1.93 -3.97
C -3.18 -2.59 -4.78
C -4.50 -2.76 -4.36
C -4.95 -2.24 -3.15
C -4.06 -1.52 -2.28
C -4.48 -1.15 -0.88
C -5.81 -0.98 -0.51
C -6.25 -0.63 0.76
C -5.27 -0.43 1.72
C -3.91 -0.79 1.44
C -3.52 -1.03 0.14
H -1.08 -0.09 -2.89
H -2.35 0.71 -2.08
H -1.22 -1.85 -4.26
H -2.91 -2.88 -5.81
H -5.18 -3.37 -4.96
H -5.96 -2.48 -2.92
H -6.54 -1.08 -1.28
H -7.31 -0.48 1.05
H -5.50 -0.09 2.72
H -3.20 -0.73 2.26
C -0.43 8.01 0.74
C -0.76 6.58 0.49
C -1.06 6.16 -0.82
C -1.59 4.87 -1.05
C -1.65 4.00 0.09
C -1.24 4.36 1.37
C -0.73 5.66 1.56
S -2.38 2.39 -0.07
O -3.53 2.22 0.82
O -1.19 1.52 0.34
O -2.70 2.29 -1.49
H -1.14 8.46 1.46
H -0.44 8.62 -0.19
H 0.53 8.11 1.24
H -0.97 6.88 -1.62
H -1.86 4.46 -2.01
H -1.35 3.68 2.17
H -0.25 5.83 2.48
C -2.68 -4.39 -0.42
P -0.97 -3.74 -0.50
C -0.04 -4.81 0.69
C -0.32 -4.23 -2.06
H -2.62 -5.50 -0.45
H -3.30 -4.03 -1.24
H -3.18 -4.11 0.51
H -0.38 -5.84 0.58
H -0.18 -4.46 1.72
H 1.03 -4.81 0.44
H -0.36 -5.34 -2.18
H 0.71 -3.85 -2.20
H -1.02 -3.82 -2.80
```

The gap between HOMO and LUMO comes out at 6.0 eV. As for the net charge: -1. The highest occupied orbital energy comes out at -3.652 eV.

***

5.
Density functional theory data (the ωB97M-V functional and the def2-TZVPD basis) for C40H40BInN6S as an isolated structure.

```
89
Properties=species:S:1:pos:R:3
In 0.50 -0.84 -0.77
C 0.70 0.61 5.70
C 0.82 -0.49 4.69
C 1.19 -1.79 4.90
C 1.15 -2.40 3.63
N 0.78 -1.52 2.71
N 0.56 -0.35 3.36
B 0.01 0.94 2.72
N 1.05 1.64 1.79
N 1.70 1.03 0.78
C 2.52 1.92 0.25
C 2.39 3.16 0.92
C 1.45 2.93 1.90
C 0.95 3.91 2.90
C 3.39 1.61 -0.89
C 3.85 2.62 -1.73
C 4.64 2.33 -2.83
C 4.99 1.02 -3.11
C 4.54 0.00 -2.29
C 3.75 0.29 -1.18
N -1.35 0.68 2.02
N -1.53 -0.27 1.08
C -2.82 -0.29 0.79
C -3.50 0.69 1.55
C -2.53 1.28 2.32
C -2.71 2.37 3.33
C -3.40 -1.24 -0.17
C -4.66 -1.03 -0.70
C -5.21 -1.92 -1.62
C -4.50 -3.04 -2.01
C -3.24 -3.27 -1.48
C -2.69 -2.38 -0.57
C 1.46 -3.80 3.32
C 0.98 -4.42 2.18
C 1.29 -5.74 1.90
C 2.08 -6.48 2.78
C 2.56 -5.87 3.93
C 2.26 -4.55 4.20
H 1.02 0.23 6.67
H -0.33 0.97 5.79
H 1.32 1.46 5.44
H 1.43 -2.25 5.85
H -0.19 1.70 3.62
H 2.93 4.07 0.74
H 1.48 4.86 2.77
H 1.10 3.57 3.93
H -0.12 4.11 2.78
H 3.56 3.65 -1.54
H 4.97 3.13 -3.49
H 5.59 0.79 -3.99
H 4.77 -1.03 -2.50
H 3.40 -0.52 -0.55
H -4.55 0.92 1.56
H -3.77 2.63 3.38
H -2.16 3.26 3.07
H -2.38 2.05 4.33
H -5.21 -0.14 -0.43
H -6.19 -1.72 -2.04
H -4.93 -3.73 -2.73
H -2.66 -4.13 -1.79
H -1.71 -2.56 -0.15
H 0.38 -3.84 1.49
H 0.95 -6.18 0.97
H 2.33 -7.51 2.55
H 3.19 -6.43 4.62
H 2.67 -4.07 5.08
C -0.78 -0.90 -4.06
C -0.39 0.45 -3.46
C 1.12 0.66 -3.77
C -0.82 0.47 -1.96
C -1.18 1.60 -4.07
C -0.81 2.92 -3.83
C -1.53 3.99 -4.33
C -2.66 3.77 -5.11
C -3.04 2.47 -5.38
C -2.31 1.40 -4.87
H -0.14 -1.67 -3.63
H -0.66 -0.92 -5.16
H -1.82 -1.14 -3.80
H 1.67 -0.21 -3.43
H 1.51 1.54 -3.25
H 1.30 0.79 -4.85
H -0.58 1.46 -1.54
H 0.06 3.12 -3.21
H -1.22 5.01 -4.10
H -3.24 4.61 -5.50
H -3.91 2.27 -6.00
H -2.64 0.39 -5.08
S 1.81 -2.73 -1.35
```

The gap between HOMO and LUMO comes out at 4.1 eV. As for the net charge: -2. The highest occupied orbital energy comes out at 0.073 eV.